C22H19O4 | ωB97M-V with the def2-TZVPD basis set

As for the spin multiplicity: 1. For the energy, the calculation gives -31313.0632 eV. For the molecular weight, the calculation gives 347.39 g mol⁻¹. As for the total charge: -1. Its LUMO energy is 2.02 eV. Its frontier orbital gap is 5.2 eV.

Last column: natural (NBO) charge in e.
Atoms and positions in Å:
C1 1.579 2.974 0.475  -0.607
C2 0.660 2.506 -0.589  -0.396
C3 -0.750 2.928 -0.447  0.525
C4 -1.783 2.575 -1.483  -0.714
O1 -1.083 3.584 0.555  -0.691
C5 1.136 1.633 -1.660  0.519
C6 2.585 1.718 -2.118  -0.701
O2 0.415 0.750 -2.168  -0.717
H1 2.628 2.747 0.256  0.188
H2 1.454 4.058 0.620  0.203
H3 1.343 2.501 1.441  0.179
H4 -1.359 1.988 -2.297  0.242
H5 -2.577 1.996 -0.997  0.221
H6 -2.244 3.498 -1.857  0.202
H7 3.225 2.269 -1.426  0.204
H8 2.979 0.703 -2.254  0.206
H9 2.614 2.227 -3.092  0.215
C7 -3.962 -3.719 -0.990  -0.205
C8 -2.594 -3.587 -0.725  -0.204
C9 -2.139 -2.385 -0.199  -0.033
C10 -3.020 -1.335 0.091  -0.125
C11 -4.380 -1.451 -0.180  -0.169
C12 -4.850 -2.650 -0.730  -0.209
C13 -2.278 -0.210 0.720  0.538
O3 -2.757 0.828 1.161  -0.519
C14 -0.841 -0.623 0.707  -0.233
C15 0.151 0.129 1.250  -0.005
C16 1.532 -0.313 1.367  -0.103
C17 2.238 -0.876 0.279  -0.160
C18 3.534 -1.358 0.446  -0.172
C19 4.156 -1.281 1.702  -0.228
C20 3.478 -0.703 2.784  -0.238
C21 2.193 -0.187 2.611  -0.175
C22 -0.747 -2.024 0.185  0.519
O4 0.217 -2.773 0.086  -0.545
H10 -4.343 -4.654 -1.402  0.208
H11 -1.876 -4.385 -0.913  0.229
H12 -5.034 -0.608 0.040  0.230
H13 -5.910 -2.766 -0.960  0.209
H14 -0.146 1.039 1.775  0.246
H15 1.757 -0.899 -0.702  0.249
H16 4.049 -1.806 -0.408  0.202
H17 5.162 -1.682 1.839  0.202
H18 3.940 -0.655 3.773  0.205
H19 1.647 0.282 3.435  0.210